No. 1
The following is a quantum chemistry calculation of C51H57AsN4O3P4S2Tl as an isolated structure, from the Open Molecules 2025 dataset.

* 2S+1: 1
* gap between HOMO and LUMO: 6.554 eV
* energy relative to the best compared isomer or geometry (same formula, charge and spin): 0.8 kcal per mole
* total charge: -1

Each line ends with the Mulliken charge.
Geometry (Å):
Tl1 -0.904 -0.819 -0.887  0.651
S1 -1.086 -2.509 1.837  -0.704
P1 0.800 -2.767 1.177  1.134
C1 1.121 -1.967 -0.260  -0.695
P2 2.020 -2.138 -1.665  1.737
S2 1.311 -1.017 -3.172  -0.806
C2 3.821 -1.778 -1.501  -0.122
C3 4.515 -2.286 -0.408  0.275
C4 5.886 -2.116 -0.288  -0.554
C5 6.585 -1.429 -1.273  -0.714
C6 5.902 -0.904 -2.361  -0.723
C7 4.526 -1.076 -2.473  -0.498
C8 2.100 -3.883 -2.240  0.536
C9 3.257 -4.488 -2.720  -0.442
C10 3.237 -5.806 -3.160  -0.800
C11 2.057 -6.533 -3.130  -0.563
C12 0.896 -5.935 -2.656  -0.533
C13 0.920 -4.623 -2.214  -0.198
C14 1.142 -4.573 1.179  0.611
C15 2.434 -5.069 1.330  -0.086
C16 2.693 -6.427 1.214  -0.696
C17 1.656 -7.311 0.955  -0.507
C18 0.361 -6.830 0.823  -0.687
C19 0.106 -5.471 0.934  -0.745
C20 1.898 -2.180 2.527  -0.487
C21 1.778 -2.681 3.824  -0.704
C22 2.552 -2.160 4.847  -0.781
C23 3.450 -1.127 4.587  -0.725
C24 3.570 -0.621 3.303  -0.652
C25 2.793 -1.151 2.278  1.173
H1 3.970 -2.818 0.360  -0.288
H2 6.406 -2.514 0.575  0.422
H3 7.657 -1.295 -1.187  0.315
H4 6.439 -0.359 -3.128  0.363
H5 3.982 -0.672 -3.318  0.475
H6 4.187 -3.934 -2.751  0.379
H7 4.150 -6.263 -3.524  0.416
H8 2.041 -7.562 -3.468  0.369
H9 -0.029 -6.499 -2.621  0.408
H10 0.021 -4.161 -1.825  0.220
H11 3.248 -4.391 1.557  0.108
H12 3.707 -6.793 1.326  0.407
H13 1.857 -8.371 0.860  0.381
H14 -0.455 -7.516 0.629  0.414
H15 -0.902 -5.087 0.838  0.356
H16 1.058 -3.467 4.025  0.429
H17 2.453 -2.551 5.853  0.381
H18 4.044 -0.712 5.392  0.375
H19 4.251 0.194 3.090  0.307
H20 2.849 -0.748 1.275  0.066
C26 -6.576 0.651 -3.589  -1.033
N1 -5.279 1.283 -3.755  0.166
C27 -5.356 2.674 -4.155  -0.892
P3 -4.026 0.787 -2.781  -0.083
O1 -4.158 -0.644 -2.483  -0.864
O2 -4.199 1.758 -1.492  1.152
P4 -3.585 2.031 -0.018  -2.340
O3 -2.157 2.374 -0.019  1.365
N2 -4.056 0.766 0.894  0.855
C28 -4.798 -0.412 0.478  -0.803
C29 -3.362 0.615 2.176  -0.382
N3 -4.472 3.340 0.490  0.307
C30 -4.009 4.662 0.093  -0.700
C31 -5.914 3.217 0.555  -0.967
N4 -2.675 1.322 -3.532  0.629
C32 -1.706 2.285 -3.026  -0.814
C33 -2.122 0.405 -4.532  -0.896
H21 -7.111 0.659 -4.542  0.379
H22 -7.195 1.177 -2.848  0.272
H23 -6.438 -0.379 -3.270  0.277
H24 -5.887 2.756 -5.108  0.373
H25 -4.354 3.079 -4.285  0.220
H26 -5.889 3.285 -3.413  0.199
H27 -5.394 -0.211 -0.407  0.196
H28 -5.464 -0.707 1.295  0.374
H29 -4.128 -1.244 0.246  0.151
H30 -2.822 1.526 2.428  -0.080
H31 -2.647 -0.210 2.134  0.007
H32 -4.096 0.415 2.962  0.357
H33 -2.922 4.683 0.084  -0.105
H34 -4.366 5.400 0.816  0.410
H35 -4.385 4.947 -0.900  0.261
H36 -6.187 2.221 0.902  0.273
H37 -6.388 3.391 -0.421  0.185
H38 -6.313 3.949 1.262  0.335
H39 -2.182 3.018 -2.383  0.146
H40 -1.263 2.798 -3.885  0.456
H41 -0.908 1.803 -2.455  0.213
H42 -2.905 -0.244 -4.922  0.295
H43 -1.330 -0.217 -4.108  0.213
H44 -1.710 0.990 -5.357  0.315
C34 5.362 2.304 1.252  -0.744
C35 4.501 3.017 2.081  -0.749
C36 3.133 2.975 1.861  -0.396
C37 2.615 2.231 0.804  -0.122
C38 3.480 1.528 -0.026  -0.290
C39 4.853 1.556 0.202  -0.057
As1 0.696 2.100 0.403  0.969
C40 0.269 3.999 0.510  0.270
C41 0.438 4.948 -0.486  -1.164
C42 0.014 6.254 -0.276  -0.662
C43 -0.591 6.603 0.927  -0.806
C44 -0.770 5.653 1.923  -0.694
C45 -0.339 4.346 1.721  0.369
C46 -0.471 3.232 2.682  0.578
C47 -1.035 3.315 3.952  -0.665
C48 -1.089 2.184 4.756  -1.095
C49 -0.595 0.969 4.297  -0.767
C50 -0.042 0.876 3.026  0.396
C51 0.026 2.006 2.227  0.739
H45 6.431 2.328 1.432  0.394
H46 4.899 3.597 2.905  0.353
H47 2.463 3.519 2.518  0.312
H48 3.084 0.938 -0.847  0.409
H49 5.512 0.986 -0.441  0.306
H50 0.900 4.674 -1.428  0.485
H51 0.150 6.999 -1.050  0.396
H52 -0.927 7.620 1.087  0.381
H53 -1.252 5.934 2.852  0.335
H54 -1.433 4.255 4.317  0.390
H55 -1.528 2.250 5.744  0.336
H56 -0.652 0.082 4.915  0.496
H57 0.299 -0.085 2.663  -0.123



No. 2
The following is a quantum chemistry calculation of C2H9NS2 as an isolated structure in a non-equilibrium geometry, from the Open Molecules 2025 dataset.

* 2S+1: 1
* gap between HOMO and LUMO: 5.594 eV
* energy relative to the best compared isomer or geometry (same formula, charge and spin): 64.7 kcal per mole
* total charge: 0

Each line ends with the natural charge from an NBO analysis.
Geometry (Å):
C1 0.205 1.320 0.227  -0.190
C2 -0.484 -0.027 0.247  -0.590
S1 -1.841 -0.192 1.404  -0.310
N1 1.325 1.156 -0.826  -0.682
H1 0.777 1.531 1.136  0.217
H2 -0.341 2.217 -0.062  0.217
H3 0.296 -0.705 0.636  0.231
H4 -0.803 -0.327 -0.766  0.203
H5 -1.692 -1.800 1.104  0.186
H6 1.900 1.989 -0.970  0.424
H7 0.950 0.870 -1.733  0.433
H8 2.020 0.437 -0.612  0.436
S2 -0.839 -3.275 0.697  -0.684
H9 -1.472 -3.195 -0.481  0.109



No. 3
The following is a quantum chemistry calculation of C4H6F3O2Rb as an isolated structure in a non-equilibrium geometry, from the Open Molecules 2025 dataset.

* 2S+1: 2
* gap between HOMO and LUMO (spin up / spin down): 10.583 / 8.385 eV
* total charge: +1

Each line ends with the Löwdin spin population.
Geometry (Å):
Rb1 1.000 -2.541 -1.999  0.001
C1 -1.423 -0.384 0.455  0.076
O1 -0.469 0.121 -0.499  -0.002
O2 -2.338 -1.013 -0.414  0.859
C2 -0.723 -1.233 1.596  0.022
F1 -0.173 -0.525 2.585  0.002
F2 -1.421 -2.173 2.214  0.002
F3 0.246 -1.969 1.045  0.005
C3 0.413 1.141 -0.129  0.000
C4 1.328 1.214 -1.385  0.000
H1 2.068 2.012 -1.314  0.000
H2 1.813 0.312 -1.757  0.000
H3 0.629 1.541 -2.155  0.000
H4 1.003 0.929 0.762  0.000
H5 -0.087 2.096 0.032  0.000
H6 -1.866 0.473 0.962  0.034



No. 4
The following is a quantum chemistry calculation of the molecule C2H4Cl2 in a non-equilibrium geometry, from the Open Molecules 2025 dataset.

* 2S+1: 1
* gap between HOMO and LUMO: 11.688 eV
* energy relative to the best compared isomer or geometry (same formula, charge and spin): 9.3 kcal per mole
* total charge: 0

Each line ends with the natural charge from an NBO analysis.
Geometry (Å):
Cl1 -1.020 -0.458 -1.790  -0.049
C1 -0.633 -0.437 -0.070  -0.402
C2 0.701 0.272 0.194  -0.419
Cl2 0.482 1.929 0.622  -0.048
H1 -0.591 -1.502 0.158  0.221
H2 -1.479 -0.103 0.530  0.231
H3 1.293 0.377 -0.715  0.237
H4 1.247 -0.079 1.070  0.229



Repeat the third record exactly.
The following is a quantum chemistry calculation of C4H6F3O2Rb as an isolated structure in a non-equilibrium geometry, from the Open Molecules 2025 dataset.

* 2S+1: 2
* gap between HOMO and LUMO (spin up / spin down): 10.583 / 8.385 eV
* total charge: +1

Each line ends with the Löwdin spin population.
Geometry (Å):
Rb1 1.000 -2.541 -1.999  0.001
C1 -1.423 -0.384 0.455  0.076
O1 -0.469 0.121 -0.499  -0.002
O2 -2.338 -1.013 -0.414  0.859
C2 -0.723 -1.233 1.596  0.022
F1 -0.173 -0.525 2.585  0.002
F2 -1.421 -2.173 2.214  0.002
F3 0.246 -1.969 1.045  0.005
C3 0.413 1.141 -0.129  0.000
C4 1.328 1.214 -1.385  0.000
H1 2.068 2.012 -1.314  0.000
H2 1.813 0.312 -1.757  0.000
H3 0.629 1.541 -2.155  0.000
H4 1.003 0.929 0.762  0.000
H5 -0.087 2.096 0.032  0.000
H6 -1.866 0.473 0.962  0.034



What is the 2S+1 in the fourth record? 1



Please write out number 2 again, unchanged.
The following is a quantum chemistry calculation of C2H9NS2 as an isolated structure in a non-equilibrium geometry, from the Open Molecules 2025 dataset.

* 2S+1: 1
* gap between HOMO and LUMO: 5.594 eV
* energy relative to the best compared isomer or geometry (same formula, charge and spin): 64.7 kcal per mole
* total charge: 0

Each line ends with the natural charge from an NBO analysis.
Geometry (Å):
C1 0.205 1.320 0.227  -0.190
C2 -0.484 -0.027 0.247  -0.590
S1 -1.841 -0.192 1.404  -0.310
N1 1.325 1.156 -0.826  -0.682
H1 0.777 1.531 1.136  0.217
H2 -0.341 2.217 -0.062  0.217
H3 0.296 -0.705 0.636  0.231
H4 -0.803 -0.327 -0.766  0.203
H5 -1.692 -1.800 1.104  0.186
H6 1.900 1.989 -0.970  0.424
H7 0.950 0.870 -1.733  0.433
H8 2.020 0.437 -0.612  0.436
S2 -0.839 -3.275 0.697  -0.684
H9 -1.472 -3.195 -0.481  0.109